Molecular formula: C4H10N2OS
Method: DFT, ωB97M-V/def2-TZVPD

Properties
* orbital gap (alpha / beta): 6.73 / 6.92 eV
* spin multiplicity: 3
* charge: 0
* <S²>: 2.017

Each line ends with the Mulliken spin population.
CARTESIAN COORDINATES (ANGSTROEM)
C (-0.20, 1.08, -1.28)  0.01
C (0.64, 0.15, -0.96)  0.76
C (-1.24, 1.74, -0.38)  0.04
C (1.77, -0.69, -1.34)  -0.01
N (0.38, 0.10, 2.31)  0.50
N (-1.47, -1.19, 1.00)  0.07
O (0.82, -2.26, 1.02)  0.17
S (0.24, -0.91, 1.16)  0.35
H (0.18, 1.56, -2.23)  0.07
H (-2.39, 1.36, -0.50)  -0.01
H (-0.99, 1.64, 0.70)  0.00
H (-1.40, 2.84, -0.51)  -0.01
H (1.52, -1.77, -0.85)  0.05
H (2.65, -0.23, -0.81)  0.01
H (1.87, -0.87, -2.39)  0.03
H (1.28, 0.39, 2.42)  -0.03
H (-2.03, -0.74, 1.70)  0.00
H (-1.62, -2.18, 0.93)  0.00